# 1
Computed, not measured: C4H3NOS in the gas phase, with wB97M-V/def2-TZVPD.

XYZ file:
```
10
Properties=species:S:1:pos:R:3
C -1.325 0.016 -0.095
C -0.595 -1.112 0.145
C -0.558 1.153 0.024
C 0.741 -0.638 0.428
N 0.727 0.752 0.315
O 2.934 -0.173 -1.007
S 2.389 0.038 0.322
H -2.347 -0.125 -0.090
H -1.123 -2.011 0.171
H -0.843 2.100 -0.213
```

As for the energy relative to the best compared isomer or geometry (same formula, charge and spin): 67.5 kcal per mole. Its total energy is -18565.3256 eV. For the max |F|, the calculation gives 3.37 eV/A. As for the HOMO-LUMO gap: 0.320 Ha.

***

# 2
Computed, not measured: a molecular structure, C6H12O, with wB97M-V/def2-TZVPD.

XYZ file:
```
19
Properties=species:S:1:pos:R:3
C 0.109 -1.142 -1.617
C -0.449 0.592 -0.256
C -0.092 1.685 -1.229
C 0.184 0.581 1.008
C -0.433 -0.060 2.230
C 0.517 -0.979 1.583
O 0.142 -1.956 0.801
H 0.196 -2.231 -1.798
H -0.696 -0.806 -2.272
H 1.058 -0.702 -1.927
H -1.480 0.250 -0.291
H -0.385 1.440 -2.253
H 0.981 1.895 -1.213
H -0.610 2.616 -0.955
H 1.019 1.262 1.159
H -0.139 0.382 3.179
H -1.486 -0.318 2.157
H 1.539 -0.999 1.976
H 0.025 -1.511 -0.283
```

As for the energy relative to the best compared isomer or geometry (same formula, charge and spin): 98.1 kcal per mole. Its total energy is -8460.1020 eV. For the max |F|, the calculation gives 0.41 eV/A. As for the HOMO-LUMO gap: 0.360 Ha.

***

# 3
Computed, not measured: 2 unconnected molecules or ions with the total composition C6H15NO3S, with wB97M-V/def2-TZVPD.

XYZ file:
```
26
Properties=species:S:1:pos:R:3
C 1.951 -0.067 -0.761
C 1.311 2.415 -1.462
C -1.940 -0.073 1.926
C -0.623 -1.821 0.629
C -1.465 0.163 -0.486
C 1.053 1.135 -0.623
N -1.492 -0.594 0.638
O 2.634 2.426 1.215
O 0.090 2.773 1.267
O 1.071 0.648 1.974
S 1.356 1.693 1.028
H 2.993 0.088 -1.088
H 1.580 -0.877 -1.448
H 1.911 -0.368 0.414
H 0.540 3.150 -1.248
H 1.302 2.075 -2.492
H 2.312 2.725 -1.357
H -2.837 0.442 2.053
H -1.972 -0.946 2.751
H -1.157 0.572 2.320
H -1.329 -2.565 0.695
H -0.030 -1.821 -0.225
H -0.041 -1.647 1.607
H -1.110 -0.294 -1.375
H -2.134 1.003 -0.570
H 0.524 3.508 1.584
```

As for the energy relative to the best compared isomer or geometry (same formula, charge and spin): 110.8 kcal per mole. Its total energy is -24928.3195 eV. For the max |F|, the calculation gives 5.19 eV/A. As for the HOMO-LUMO gap (alpha / beta): 0.268 / 0.268 Ha.

***

# 4
Computed, not measured: C5H7NSe in the gas phase, with wB97M-V/def2-TZVPD.

XYZ file:
```
14
Properties=species:S:1:pos:R:3
C -1.130 1.544 0.254
C -0.266 2.356 0.958
C 0.949 0.864 -0.316
C -0.487 0.571 -0.437
C 0.185 -2.057 -1.691
N 0.998 1.944 0.516
Se -1.328 -0.727 -1.612
H -2.172 1.508 0.079
H -0.386 3.301 1.447
H 1.737 0.273 -0.619
H -0.214 -2.976 -1.158
H 0.352 -2.307 -2.653
H 1.091 -1.634 -1.115
H 1.921 2.471 0.722
```

As for the energy relative to the best compared isomer or geometry (same formula, charge and spin): 8.1 kcal per mole. The SMILES is C[Se]c1cc[nH]c1. Its total energy is -72133.0684 eV. For the max |F|, the calculation gives 5.18 eV/A. As for the HOMO-LUMO gap: 0.306 Ha.

***

# 5
Computed, not measured: a molecular structure, C20H37N7OPReSbSe4, with wB97M-V/def2-TZVPD.

XYZ file:
```
72
Properties=species:S:1:pos:R:3
Re -0.217 0.092 -0.010
Se 1.357 5.102 -0.410
Sb 2.293 2.920 -0.041
Se 0.688 1.592 1.567
Se 1.120 1.175 -1.629
Se 4.622 2.643 0.330
C -4.993 -0.793 -0.911
N -4.169 0.405 -0.843
C -4.654 1.666 -1.086
C -3.859 2.750 -1.037
C -2.463 2.579 -0.723
N -2.023 1.334 -0.484
C -2.850 0.280 -0.551
O -2.299 -0.818 -0.325
N -1.655 3.607 -0.667
H -6.022 -0.488 -1.083
H -4.918 -1.338 0.028
H -4.651 -1.431 -1.724
H -5.708 1.727 -1.316
H -4.259 3.733 -1.228
H -2.003 4.532 -0.858
H -0.649 3.581 -0.473
N 0.498 -1.503 0.305
P 1.118 -2.908 0.713
N 2.708 -2.967 0.347
C 3.187 -2.314 -0.877
C 3.932 -1.035 -0.544
C 5.064 -1.298 0.440
C 4.518 -1.978 1.692
C 3.760 -3.246 1.320
N 0.901 -3.158 2.317
C 0.559 -4.428 2.939
C -0.750 -4.303 3.710
C -0.684 -3.149 4.706
C -0.266 -1.853 4.018
C 1.039 -2.051 3.261
N 0.363 -4.131 -0.079
C -1.087 -4.076 -0.232
C -1.468 -3.776 -1.676
C -0.822 -4.782 -2.625
C 0.690 -4.820 -2.416
C 1.019 -5.094 -0.953
H 2.331 -2.101 -1.522
H 3.840 -3.023 -1.401
H 3.230 -0.322 -0.103
H 4.302 -0.571 -1.459
H 5.559 -0.358 0.691
H 5.815 -1.949 -0.021
H 3.837 -1.293 2.208
H 5.321 -2.227 2.389
H 3.318 -3.723 2.196
H 4.447 -3.970 0.865
H 1.367 -4.717 3.626
H 0.492 -5.195 2.167
H -0.967 -5.243 4.222
H -1.559 -4.128 2.993
H 0.050 -3.391 5.483
H -1.643 -3.027 5.211
H -0.151 -1.046 4.744
H -1.032 -1.539 3.301
H 1.851 -2.292 3.959
H 1.321 -1.146 2.720
H -1.487 -3.309 0.433
H -1.504 -5.044 0.079
H -1.133 -2.762 -1.916
H -2.556 -3.793 -1.774
H -1.060 -4.538 -3.662
H -1.235 -5.779 -2.433
H 1.126 -3.858 -2.703
H 1.151 -5.586 -3.044
H 2.092 -5.058 -0.772
H 0.668 -6.098 -0.678
```

As for the energy relative to the best compared isomer or geometry (same formula, charge and spin): 0.0 kcal per mole. The spin multiplicity is 2. Its total energy is -313165.7759 eV. As for the expectation value of S²: 0.758. For the max |F|, the calculation gives 0.55 eV/A. As for the HOMO-LUMO gap (alpha / beta): 0.228 / 0.217 Ha.

***

# 6
Computed, not measured: 2 unconnected molecules or ions with the total composition C10H9Br2F12O8P2S2, with wB97M-V/def2-TZVPD.

XYZ file:
```
45
Properties=species:S:1:pos:R:3
C 2.294 4.580 -0.823
C 2.067 3.128 -1.260
Br 2.910 2.639 -2.911
C 1.341 2.284 -0.530
Br 0.660 3.039 1.155
P 1.008 0.545 -0.993
P 0.055 0.646 -2.966
O -0.307 -0.888 -3.522
O -1.291 1.680 -3.054
S 3.037 -0.530 -0.977
O 3.616 -0.606 -2.304
O 3.899 0.323 -0.160
C 3.204 -2.261 -0.203
F 4.538 -2.451 0.055
F 2.603 -2.244 0.991
C 2.771 -3.462 -1.111
F 3.858 -4.159 -1.471
F 2.177 -3.110 -2.235
F 2.016 -4.321 -0.417
S -0.357 -0.239 0.540
O -1.512 0.635 0.539
O 0.195 -0.208 1.878
C -1.050 -1.940 0.171
F -0.664 -2.456 -0.997
F -0.555 -2.757 1.124
C -2.609 -2.039 0.347
F -2.869 -3.377 0.322
F -2.997 -1.628 1.538
C -3.435 -1.415 -0.835
F -4.280 -0.519 -0.293
F -2.717 -0.763 -1.712
F -4.217 -2.312 -1.418
H 1.296 5.033 -0.721
H 2.808 5.140 -1.614
H 2.851 4.588 0.121
H 0.310 -1.157 -4.214
H -1.520 1.751 -3.997
O -3.607 0.004 4.528
C -2.439 0.238 4.180
C -2.344 1.957 3.808
O -1.193 2.187 3.435
H -2.054 -0.241 3.266
H -1.631 0.091 4.919
H -2.702 2.459 4.726
H -3.165 2.134 3.092
```

As for the net charge: -1. Its total energy is -239830.8977 eV. For the max |F|, the calculation gives 6.35 eV/A. As for the HOMO-LUMO gap: 0.108 Ha.

***

# 7
Computed, not measured: C4H8O2 in the gas phase, with wB97M-V/def2-TZVPD.

XYZ file:
```
14
Properties=species:S:1:pos:R:3
C 1.891 0.359 -0.565
C 0.638 -0.142 0.018
O -1.194 -0.075 1.657
C -1.609 -0.737 0.499
C -0.695 -0.086 -0.553
O -0.461 1.231 -0.105
H 1.663 1.048 -1.375
H 2.465 0.876 0.214
H 2.499 -0.484 -0.908
H 0.745 -0.769 0.921
H -2.673 -0.556 0.308
H -1.430 -1.828 0.467
H -0.850 -0.167 -1.619
H -0.978 0.907 1.118
```

As for the energy relative to the best compared isomer or geometry (same formula, charge and spin): 90.4 kcal per mole. The SMILES is C[C@H]1O[C@@H]1CO. Its total energy is -8369.3619 eV. For the max |F|, the calculation gives 2.79 eV/A. As for the HOMO-LUMO gap: 0.365 Ha.

***

# 8
Computed, not measured: 3 unconnected molecules or ions with the total composition C9H15F6N2O5PS, with wB97M-V/def2-TZVPD.

XYZ file:
```
39
Properties=species:S:1:pos:R:3
N -7.301 2.028 -1.039
C -6.996 1.111 -1.676
O -6.626 -0.022 -2.128
P -4.832 -0.177 -2.203
N -4.818 -0.651 -0.615
S -2.647 -0.450 -2.358
H -4.722 1.157 -2.586
H -5.027 -1.118 -3.204
H -3.895 -0.676 -0.215
H -5.474 -0.151 -0.031
H -2.570 -1.061 -3.541
C -0.496 -3.140 3.843
C -0.725 -3.931 2.574
O -0.686 -3.078 1.412
C 0.517 -2.786 0.949
O 1.564 -3.150 1.386
C 0.383 -1.910 -0.307
F -0.518 -0.942 -0.132
F -0.002 -2.657 -1.348
F 1.546 -1.347 -0.612
H -1.214 -2.323 3.917
H -0.609 -3.786 4.712
H 0.504 -2.709 3.861
H -1.719 -4.373 2.570
H 0.000 -4.735 2.464
C 4.083 2.023 -2.288
C 3.944 1.579 -0.848
O 4.458 2.578 0.056
C 3.641 3.576 0.343
O 2.532 3.737 -0.063
C 4.321 4.524 1.346
F 5.585 4.772 0.997
F 4.324 3.967 2.563
F 3.668 5.675 1.413
H 5.119 2.276 -2.510
H 3.764 1.226 -2.957
H 3.475 2.905 -2.486
H 4.539 0.689 -0.663
H 2.911 1.348 -0.597
```

As for the energy relative to the best compared isomer or geometry (same formula, charge and spin): 2.3 kcal per mole. The SMILES is CCOC(=O)C(F)(F)F.CCOC(=O)C(F)(F)F.N#CO[PH2](N)S. Its total energy is -59222.9697 eV. For the max |F|, the calculation gives 1.36 eV/A. As for the HOMO-LUMO gap: 0.372 Ha.

***

max |F| of number 4 (C5H7NSe)?
5.18 eV/A

***

The lowest max |F| belongs to which entry?
C6H12O

***

Among the records above, which one has the highest max |F|?
C10H9Br2F12O8P2S2

***

What is the formula in the first record?
C4H3NOS